Entry from the OMol25 dataset: a molecular structure, C10H28O6Ti in a non-equilibrium geometry (ωB97M-V/def2-TZVPD).

Geometry as XYZ:
```
45
C10H28O6Ti (ωB97M-V/def2-TZVPD)
Ti -0.116 0.353 0.073
C 2.908 -1.373 2.316
C 2.233 -1.805 1.029
C 2.403 -3.273 0.551
O 0.897 -1.550 1.173
H 2.822 -2.146 3.081
H 2.411 -0.492 2.723
H 3.977 -1.181 2.229
H 2.651 -1.226 0.206
H 2.203 -4.068 1.270
H 3.427 -3.417 0.206
H 1.790 -3.437 -0.334
H 0.574 -1.976 1.971
C -3.859 0.520 -0.427
C -3.318 -0.759 -1.074
C -3.209 -0.763 -2.557
O -2.060 -1.072 -0.506
H -3.898 0.464 0.661
H -4.805 0.845 -0.860
H -3.114 1.286 -0.642
H -4.026 -1.505 -0.711
H -2.563 0.015 -2.964
H -4.178 -0.545 -3.006
H -2.763 -1.666 -2.976
H -1.873 -1.941 -0.869
C 0.712 2.483 2.040
C -0.208 1.617 2.909
O -1.062 0.802 2.171
O 1.707 1.656 1.394
H 1.210 3.170 2.724
H 0.249 3.223 1.387
H -0.792 2.255 3.572
H 0.325 0.986 3.621
H -1.455 0.104 2.700
H 2.523 2.159 1.441
C 0.379 1.784 -2.783
C 1.524 0.796 -2.497
O 1.024 -0.359 -1.918
O -0.325 2.235 -1.572
H -0.380 1.351 -3.435
H 0.746 2.652 -3.331
H 2.208 1.225 -1.764
H 2.067 0.540 -3.406
H 1.564 -1.130 -2.106
H -0.528 3.164 -1.708
```

The calculation puts the frontier orbital gap (spin up / spin down) at 0.1791 / 0.4037 hartree. For the largest force on an atom, the calculation gives 3.0 eV/Å. The total charge is +1. The electronic energy is -1698.40797 Eh. Its multiplicity is 4. The HOMO energy (spin up / spin down) comes out at -7.136 / -13.302 eV.

=====

Entry from the OMol25 dataset: 2 unconnected molecules or ions with the total composition C9H14O2 in a non-equilibrium geometry (ωB97M-V/def2-TZVPD).

Geometry as XYZ:
```
25
C9H14O2 (ωB97M-V/def2-TZVPD)
C 1.087 0.486 -2.272
C 1.914 1.682 -2.154
O 1.325 -0.062 -3.589
H 1.320 -0.469 -1.576
H 0.062 0.761 -2.125
H 1.841 2.092 -1.068
H 1.471 0.683 -4.136
H 1.546 2.359 -2.890
H 3.066 1.476 -2.287
C 1.893 0.871 1.481
C -1.596 0.222 0.292
C -0.334 0.757 0.609
C -1.942 -0.911 0.995
C 0.581 0.214 1.521
C -1.110 -1.502 1.913
C 0.255 -1.057 2.032
O -3.148 -1.487 0.790
H -2.204 0.623 -0.447
H 0.184 1.664 0.196
H -3.697 -0.937 0.180
H -1.268 -2.173 2.663
H 1.762 2.056 1.477
H 2.634 0.550 0.738
H 0.911 -1.476 2.791
H 2.478 0.597 2.372
```

The calculation puts the frontier orbital gap at 0.3396 hartree. For the largest force on an atom, the calculation gives 4.6 eV/Å. The electronic energy is -501.73193 Eh. The relative energy (zero: lowest compared OMol25 entry of this formula, charge and spin) is 273.6 kJ/mol. As for the SMILES: Cc1ccc(O)cc1.CCO. The HOMO energy comes out at -8.460 eV.

=====

Entry from the OMol25 dataset: a single C8H11BrO molecule in a non-equilibrium geometry (ωB97M-V/def2-TZVPD).

Geometry as XYZ:
```
21
C8H11BrO (ωB97M-V/def2-TZVPD)
C -0.177 3.209 -0.092
C -0.451 1.904 -0.558
C 0.996 3.136 0.607
C 0.650 1.079 -0.241
C -0.750 -1.094 1.232
C 0.579 -0.855 -1.688
C 0.590 -1.525 0.751
C 1.168 -0.355 -0.435
O 1.470 1.897 0.529
Br 3.159 -0.342 -0.211
H -0.922 3.902 0.050
H -1.241 1.775 -1.216
H 1.634 3.726 1.247
H -0.764 -0.219 1.800
H -1.320 -0.999 0.336
H -0.933 -1.957 1.803
H -0.477 -1.165 -1.479
H 0.628 -0.077 -2.401
H 1.073 -1.772 -1.975
H 1.375 -1.642 1.497
H 0.517 -2.409 0.156
```

The calculation puts the frontier orbital gap at 0.3442 hartree. For the largest force on an atom, the calculation gives 4.7 eV/Å. The electronic energy is -2960.60521 Eh. The relative energy (zero: lowest compared OMol25 entry of this formula, charge and spin) is 74.3 kJ/mol. As for the SMILES: CC[C@](C)(Br)c1ccco1. The HOMO energy comes out at -8.548 eV.

=====

Entry from the OMol25 dataset: 2 unconnected molecules or ions with the total composition C4H11O3 in a non-equilibrium geometry (ωB97M-V/def2-TZVPD).

Geometry as XYZ:
```
18
C4H11O3 (ωB97M-V/def2-TZVPD)
C -0.564 1.602 0.859
O -0.730 1.956 -0.570
C -1.070 0.111 1.207
C -0.502 -1.087 0.397
C 0.806 -1.649 1.070
O -0.299 -0.660 -0.891
H -1.112 2.417 1.306
H 0.466 1.571 1.174
H -1.234 0.142 2.278
H -2.038 0.175 0.683
H -1.225 -1.924 0.415
H 1.695 -1.609 0.409
H 0.542 -2.721 1.265
H 1.077 -1.286 2.015
H -0.567 1.077 -0.987
H 1.426 0.352 -1.250
H 1.153 -0.800 -2.080
O 1.956 -0.275 -1.835
```

The calculation puts the frontier orbital gap (spin up / spin down) at 0.4006 / 0.2701 hartree. For the largest force on an atom, the calculation gives 4.0 eV/Å. The electronic energy is -384.58675 Eh. The relative energy (zero: lowest compared OMol25 entry of this formula, charge and spin) is 76.8 kJ/mol. Its multiplicity is 2. The HOMO energy (spin up / spin down) comes out at -10.188 / -10.167 eV.

=====

Entry from the OMol25 dataset: a molecular structure, C38H41BrN2O3SSbSeSiV in a non-equilibrium geometry (ωB97M-V/def2-TZVPD).

Geometry as XYZ:
```
90
C38H41BrN2O3SSbSeSiV (ωB97M-V/def2-TZVPD)
V -0.369 -0.454 0.483
C 1.982 2.421 -1.092
O 0.643 2.003 -0.891
C -0.350 2.949 -0.820
C -0.184 4.328 -0.914
C -1.315 5.150 -0.845
Br -1.075 7.029 -1.000
C -2.574 4.646 -0.658
C -2.741 3.258 -0.537
C -1.639 2.423 -0.647
O -1.743 1.063 -0.631
C -4.080 2.736 -0.267
N -5.188 3.334 -0.635
C -6.199 2.550 -0.115
C -7.581 2.712 -0.187
C -8.371 1.781 0.454
C -7.812 0.706 1.160
C -6.445 0.522 1.235
C -5.655 1.454 0.579
N -4.289 1.568 0.439
H 2.068 2.981 -2.026
H 2.559 1.501 -1.138
H 2.321 3.036 -0.254
H 0.788 4.768 -1.040
H -3.444 5.279 -0.592
H -2.675 0.786 -0.575
H -8.005 3.545 -0.726
H -9.447 1.882 0.418
H -8.466 0.004 1.658
H -6.010 -0.297 1.789
H -3.613 1.077 1.012
C 3.622 -1.150 -0.068
O 2.325 -0.608 -0.172
C 1.542 -0.644 1.045
C 2.247 0.006 2.210
H 4.282 -0.508 0.528
H 4.027 -1.235 -1.080
H 3.587 -2.145 0.393
H 3.174 -0.500 2.502
H 1.573 -0.023 3.073
H 2.485 1.052 1.994
C -5.024 -2.708 1.600
Si -3.325 -2.282 0.868
C -3.618 -1.835 -0.956
C -2.300 -3.859 0.943
Se -2.402 -0.556 2.004
H -5.213 -3.774 1.507
H -5.826 -2.187 1.082
H -5.069 -2.448 2.653
H -3.829 -2.723 -1.551
H -2.741 -1.358 -1.405
H -4.468 -1.161 -1.055
H -2.849 -4.697 0.515
H -2.054 -4.094 1.976
H -1.355 -3.744 0.413
S 0.842 -2.251 1.366
Sb 0.366 -2.607 -2.091
C 0.985 -4.653 -1.741
C 1.178 -5.186 -0.476
C 1.585 -6.505 -0.322
C 1.812 -7.302 -1.429
C 1.626 -6.776 -2.700
C 1.214 -5.464 -2.852
C -1.005 -3.330 -3.633
C -1.089 -2.823 -4.921
C -2.047 -3.284 -5.812
C -2.948 -4.259 -5.421
C -2.885 -4.767 -4.133
C -1.924 -4.303 -3.252
C 2.055 -2.210 -3.384
C 1.992 -1.184 -4.319
C 3.086 -0.866 -5.109
C 4.274 -1.562 -4.957
C 4.360 -2.566 -4.007
C 3.260 -2.885 -3.227
H 1.029 -4.564 0.397
H 1.729 -6.902 0.674
H 2.133 -8.328 -1.308
H 1.800 -7.389 -3.575
H 1.068 -5.068 -3.850
H -0.392 -2.068 -5.255
H -2.091 -2.879 -6.813
H -3.696 -4.621 -6.114
H -3.585 -5.530 -3.815
H -1.886 -4.714 -2.250
H 1.085 -0.603 -4.426
H 3.012 -0.069 -5.836
H 5.131 -1.315 -5.568
H 5.289 -3.105 -3.871
H 3.346 -3.672 -2.489
```

The calculation puts the frontier orbital gap (spin up / spin down) at 0.2116 / 0.2265 hartree. For the largest force on an atom, the calculation gives 1.5 eV/Å. The total charge is -1. The electronic energy is -8655.32722 Eh. Its multiplicity is 4. The HOMO energy (spin up / spin down) comes out at -3.518 / -3.923 eV.